#a
# C4H9NO2

2 unconnected molecules or ions with the total composition C4H9NO2 (the ωB97M-V functional and the def2-TZVPD basis, OMol25).

```
! wB97M-V def2-TZVPD RIJCOSX def2/J DEFGRID3
* xyz 1 2
H -2.55 0.42 -1.19
N -0.38 1.09 0.42
H 7.70 1.63 0.16
H -1.67 -2.23 0.20
C -2.26 -1.31 0.10
C -0.33 0.34 -0.67
O 0.27 -0.61 1.80
O -1.67 -1.09 -2.10
H -2.38 -0.77 1.05
H -3.28 -1.66 -0.10
H 7.33 2.19 -0.15
H 0.65 1.31 2.25
C 0.21 0.55 1.58
H -0.23 0.99 -1.56
H 0.43 -0.45 -0.73
C -1.84 -0.41 -1.06
*
```

Summary:
highest occupied orbital energy (alpha / beta) = -0.574 / -0.581 Eh
molar mass = 103.1 g/mol
LUMO energy (alpha / beta) = -0.3021 / -0.3223 hartree
expectation value of S² = 1.018
HOMO-LUMO gap (alpha / beta) = 7.400 / 7.049 eV

natural (NBO) atomic charge list, values in e, 8 entries: 0.31, -0.12, 0.01, 0.27, -0.63, -0.28, -0.42, -0.04

#b
# C4H9NO2

A gas-phase ion, C4H9NO2 (charge +1) (the ωB97M-V functional and the def2-TZVPD basis, OMol25).

```
! wB97M-V def2-TZVPD RIJCOSX def2/J DEFGRID3
* xyz 1 2
N -0.22 -1.08 0.94
H 1.25 1.24 0.82
C 0.23 -0.39 -0.27
H -0.98 -0.61 1.43
H 2.94 0.06 1.30
H -0.92 1.50 -0.43
H -3.01 0.72 -0.39
C -0.82 0.51 -0.86
H -0.57 0.70 -1.91
H 1.73 0.95 -0.85
C 1.49 0.45 0.09
O -2.48 -1.19 -0.55
O 2.53 -0.35 0.54
H 0.56 -1.26 -0.86
H 0.50 -1.23 1.63
C -2.24 -0.03 -0.63
*
```

Summary:
highest occupied orbital energy (alpha / beta) = -0.548 / -0.535 Eh
molar mass = 103.1 g/mol
LUMO energy (alpha / beta) = -0.1346 / -0.3170 hartree
expectation value of S² = 0.755
HOMO-LUMO gap (alpha / beta) = 11.239 / 5.945 eV

natural (NBO) atomic charge list, values in e, 8 entries: -0.32, 0.19, -0.11, 0.39, 0.50, 0.25, 0.16, -0.55

Stability ranking, top and bottom: #b is the most stable and #a is the least stable.

#a
# C2H5NO2P

2 unconnected molecules or ions with the total composition C2H5NO2P (the ωB97M-V functional and the def2-TZVPD basis, OMol25).

```
! wB97M-V def2-TZVPD RIJCOSX def2/J DEFGRID3
* xyz -1 1
H -0.75 -0.07 -1.70
H -0.53 -0.26 2.21
H 1.90 -0.85 -1.26
H -1.18 0.10 2.25
C 3.21 -0.11 -0.11
O 4.25 -0.10 0.52
H -0.92 1.74 -1.11
C -0.22 0.76 -1.27
P 1.93 1.07 0.29
N 0.91 0.49 -0.85
O 2.91 -1.12 -0.98
*
```

Summary:
highest occupied orbital energy = -0.091 Eh
molar mass = 106.0 g/mol
LUMO energy = 0.1537 hartree
HOMO-LUMO gap = 6.662 eV

natural (NBO) atomic charge list, values in e, 8 entries: 0.13, 0.02, 0.50, -0.03, 0.46, -0.69, 0.09, -0.18

#b
# C2H5NO2P

2 unconnected molecules or ions with the total composition C2H5NO2P (the ωB97M-V functional and the def2-TZVPD basis, OMol25).

```
! wB97M-V def2-TZVPD RIJCOSX def2/J DEFGRID3
* xyz -1 1
O 3.29 0.40 0.02
H -2.05 -0.77 -1.29
P 0.65 1.06 -0.13
O 1.87 -1.34 0.14
H 0.01 -1.10 0.02
H -2.11 0.89 -0.66
N -0.42 -0.18 -0.13
H 0.78 1.86 1.97
H -2.42 -0.48 0.42
C 2.22 -0.17 0.06
C -1.82 -0.14 -0.43
*
```

Summary:
highest occupied orbital energy (alpha / beta) = -0.132 / -0.132 Eh
molar mass = 106.0 g/mol
LUMO energy (alpha / beta) = 0.1371 / 0.1371 hartree
HOMO-LUMO gap (alpha / beta) = 7.326 / 7.327 eV

natural (NBO) atomic charge list, values in e, 8 entries: -0.72, 0.17, 0.63, -0.76, 0.43, 0.19, -0.98, -0.36

Stability ranking, top and bottom: #b is the most stable and #a is the least stable.

#a
# C4H9N2O2

A molecular structure, C4H9N2O2 (the ωB97M-V functional and the def2-TZVPD basis, OMol25).

```
! wB97M-V def2-TZVPD RIJCOSX def2/J DEFGRID3
* xyz -1 1
C -0.46 0.36 -0.56
C 2.17 -0.51 0.72
H 0.77 2.12 -0.46
H -0.05 1.69 1.00
H -1.01 -1.88 -0.69
H 1.87 -1.45 1.24
H -0.84 0.40 -1.58
H -1.05 2.43 -0.28
H 2.79 -0.85 -0.13
O -2.24 0.13 1.14
H 1.26 -0.32 -1.27
C -1.64 -0.28 0.16
C -0.19 1.79 -0.08
N 0.67 -0.55 -0.48
H -2.42 -2.10 0.28
N -1.93 -1.53 -0.40
O 2.29 0.54 1.38
*
```

Summary:
highest occupied orbital energy = -0.120 Eh
molar mass = 117.1 g/mol
LUMO energy = 0.1514 hartree
HOMO-LUMO gap = 7.375 eV

natural (NBO) atomic charge list, values in e, 8 entries: -0.15, 0.25, 0.21, 0.24, 0.42, 0.06, 0.17, 0.18

#b
# C4H9N2O2

A molecular structure, C4H9N2O2 (the ωB97M-V functional and the def2-TZVPD basis, OMol25).

```
! wB97M-V def2-TZVPD RIJCOSX def2/J DEFGRID3
* xyz -1 1
C -3.28 0.12 -0.18
H 2.46 0.10 1.46
H 0.59 1.04 -0.99
H -1.03 -0.93 -1.15
N -1.91 0.59 -0.01
H 3.22 0.70 -0.09
O -3.46 -0.88 -0.89
H 1.21 -0.47 -1.05
C 2.83 -0.18 0.47
H 3.76 -0.70 0.69
H -0.95 -1.14 0.62
C -0.85 -0.39 -0.21
H 0.84 0.75 0.72
O -4.12 0.90 0.33
N 1.89 -0.94 -0.32
C 0.52 0.26 -0.20
H -1.72 1.16 0.80
*
```

Summary:
highest occupied orbital energy = -0.153 Eh
molar mass = 117.1 g/mol
LUMO energy = 0.1246 hartree
HOMO-LUMO gap = 7.561 eV

natural (NBO) atomic charge list, values in e, 8 entries: 0.86, 0.16, 0.20, 0.23, -0.70, 0.16, -0.79, 0.40

#c
# C4H9N2O2

A molecular structure, C4H9N2O2 (the ωB97M-V functional and the def2-TZVPD basis, OMol25).

```
! wB97M-V def2-TZVPD RIJCOSX def2/J DEFGRID3
* xyz -1 1
O 2.40 0.70 -1.96
O -2.11 -0.28 -1.57
H 0.74 -1.02 1.47
N -1.04 -1.15 0.50
H -1.47 -0.98 1.43
C -1.85 -0.18 -0.33
H -2.89 0.22 1.48
C 2.28 0.41 -0.67
C 0.19 -0.51 0.66
H 2.99 -0.32 -0.11
H 0.89 -0.90 -1.18
H 0.26 0.69 -1.11
C 0.87 -0.07 -0.62
H 2.49 1.30 0.06
N -2.27 0.76 0.72
H -0.12 0.51 1.23
H -1.34 0.82 -0.01
*
```

Summary:
highest occupied orbital energy = -0.089 Eh
molar mass = 117.1 g/mol
LUMO energy = 0.0649 hartree
HOMO-LUMO gap = 4.176 eV

natural (NBO) atomic charge list, values in e, 8 entries: -0.94, -0.47, 0.19, -0.64, 0.34, 0.53, 0.44, 0.02

Stability ranking, top and bottom: #a is the most stable and #c is the least stable.

#a
# C17H19NO

2 unconnected molecules or ions with the total composition C17H19NO (the ωB97M-V functional and the def2-TZVPD basis, OMol25).

```
! wB97M-V def2-TZVPD RIJCOSX def2/J DEFGRID3
* xyz 0 1
H -1.51 4.49 1.66
H -0.15 2.91 3.50
C 1.87 0.82 -1.11
C 1.52 -3.91 0.10
H -3.20 2.28 -2.13
C 1.71 -1.53 -1.01
C 1.69 0.76 -2.50
H 2.22 -2.20 2.39
H 2.39 -4.59 0.00
C -1.88 1.02 1.99
H -0.55 -3.84 -0.63
C -2.94 1.88 -0.11
H -2.98 -0.13 0.56
H 1.96 0.36 1.69
C 1.78 -2.49 0.13
H -2.67 4.13 -0.13
C 1.61 -0.48 -3.18
C 1.95 -1.96 1.39
H 1.36 -2.52 -2.96
C 0.55 -4.35 -0.94
N 1.76 -0.51 1.11
C -1.28 2.24 2.21
H 1.81 1.72 -3.04
C -2.58 3.14 0.42
C -2.56 0.84 0.73
H 0.34 -5.49 -0.92
H 0.72 -4.21 -1.93
H 1.62 -0.38 -4.33
H 1.26 -4.29 1.06
C -3.57 1.73 -1.36
H -4.00 0.80 -1.70
H -4.63 2.15 -1.15
C 1.72 -0.34 -0.35
O -0.42 2.09 3.22
C 1.59 -1.74 -2.45
H 1.91 1.71 -0.61
H -1.87 0.09 2.53
C -1.68 3.36 1.47
*
```

Summary:
highest occupied orbital energy = -0.279 Eh
molar mass = 253.3 g/mol
SMILES string = CCc1c[nH]c2ccccc12.Cc1ccc(O)cc1
LUMO energy = 0.0252 hartree
HOMO-LUMO gap = 8.281 eV

natural (NBO) atomic charge list, values in e, 8 entries: 0.23, 0.47, -0.21, -0.45, 0.22, -0.09, -0.23, 0.23

#b
# C17H19NO

2 unconnected molecules or ions with the total composition C17H19NO (the ωB97M-V functional and the def2-TZVPD basis, OMol25).

```
! wB97M-V def2-TZVPD RIJCOSX def2/J DEFGRID3
* xyz 0 1
N 0.83 0.34 3.90
C -3.52 -1.06 -2.90
H -2.41 2.34 -1.80
C -2.84 2.47 -2.83
C -1.86 -2.48 -1.89
C -0.98 -1.38 -1.66
H 5.05 2.21 1.34
C 3.73 0.50 1.73
H -2.26 1.37 -4.64
C 0.55 -0.94 3.19
C -1.34 -0.09 -2.01
O -1.43 -3.67 -1.24
C -2.51 0.03 -2.81
H 4.19 0.11 0.97
H 0.97 -2.98 1.54
C -2.87 1.29 -3.62
C 4.18 1.83 2.00
H 2.90 -2.73 1.67
C -3.14 -2.26 -2.44
H -1.79 3.08 -3.07
H 1.95 2.68 4.30
C 1.83 -2.38 1.45
H -3.78 3.19 -2.83
H -0.43 -3.58 -1.17
H -0.83 0.83 -1.88
C 1.90 0.94 3.17
H -3.77 -3.07 -2.44
H 3.97 3.71 3.09
H 2.01 -2.18 0.41
C 1.65 -1.13 2.20
H -4.50 -0.98 -3.26
C 2.46 2.15 3.51
H -0.25 -1.66 3.52
C 3.55 2.68 2.89
C 2.58 0.02 2.29
H -0.10 -1.41 -1.04
H -3.84 1.26 -4.14
H 0.15 0.95 4.49
*
```

Summary:
highest occupied orbital energy = -0.285 Eh
molar mass = 253.3 g/mol
SMILES string = Cc1c[nH]c2ccccc12.CCc1ccc(O)cc1
LUMO energy = 0.0259 hartree
HOMO-LUMO gap = 8.459 eV

natural (NBO) atomic charge list, values in e, 8 entries: -0.58, -0.19, 0.22, -0.63, 0.30, -0.27, 0.21, -0.22

#c
# C17H19NO

2 unconnected molecules or ions with the total composition C17H19NO (the ωB97M-V functional and the def2-TZVPD basis, OMol25).

```
! wB97M-V def2-TZVPD RIJCOSX def2/J DEFGRID3
* xyz 0 1
H -2.41 2.31 -2.77
C 0.53 3.05 -0.42
H 0.10 -1.31 1.56
C 1.71 -3.59 1.37
C 0.36 -1.63 0.57
H 1.06 -4.44 -1.13
H -3.58 1.33 -0.42
C 2.55 -2.63 2.19
H -0.76 0.03 -0.22
C -1.76 2.40 -0.76
H 3.19 -3.14 2.91
H 1.39 4.05 -2.10
H 2.30 -4.40 0.91
H 3.12 -1.90 1.61
N -2.80 1.85 -0.06
C -0.65 2.55 0.12
C 0.18 -2.66 -1.99
O -0.92 -0.66 -2.74
C 0.73 -3.42 -0.97
C 0.93 -2.87 0.29
C -1.05 1.92 1.34
C 0.51 3.56 -1.71
H -0.48 3.53 -3.66
C -0.55 3.34 -2.60
H 1.04 -4.23 1.96
H -0.26 -0.57 -3.44
H 1.44 3.17 0.14
C -0.28 1.68 2.61
H -3.01 1.02 1.85
C -1.68 2.73 -2.10
H 0.12 0.67 2.53
H -0.93 1.72 3.48
C -0.29 -1.38 -1.72
C -0.18 -0.85 -0.45
H 0.21 -2.94 -3.04
H 1.85 -2.09 2.82
C -2.33 1.52 1.23
H 0.61 2.27 2.81
*
```

Summary:
highest occupied orbital energy = -0.290 Eh
molar mass = 253.3 g/mol
SMILES string = Cc1c[nH]c2ccccc12.CCc1ccc(O)cc1
LUMO energy = 0.0307 hartree
HOMO-LUMO gap = 8.719 eV

natural (NBO) atomic charge list, values in e, 8 entries: 0.21, -0.19, 0.21, -0.43, -0.22, 0.21, 0.41, -0.60

Stability ranking, top and bottom: #c is the most stable and #a is the least stable.